[1]
ORCA calculation (ωB97M-V with the def2-TZVPD basis set) on a cluster of 2 separate species, C5H10O2 in total at a distorted geometry.

```
17
Properties=species:S:1:pos:R:3
C 0.934 -1.529 -0.072
C 1.840 -2.340 -0.682
C -0.583 1.934 -0.586
O -1.315 1.827 -1.806
C -0.459 0.515 -0.137
C 0.646 -0.234 -0.517
H 0.418 -1.868 0.821
H 2.242 -2.110 -1.661
H 2.153 -3.324 -0.361
H 0.372 2.317 -0.951
H -0.951 2.595 0.192
H -2.265 1.938 -1.682
H -1.247 0.008 0.399
H 1.381 0.272 -1.100
H -0.402 -0.524 2.770
H -1.458 0.732 2.634
O -1.307 -0.208 2.740
```

Computed properties:
Net charge = +1
2S+1 = 2
Expectation value of S² = 0.7856

[2]
ORCA calculation (ωB97M-V with the def2-TZVPD basis set) on a cluster of 2 separate species, C5H14N in total.

```
20
Properties=species:S:1:pos:R:3
C 1.387 0.906 2.555
N 0.785 0.509 1.513
H 1.790 1.911 2.586
H 1.511 0.227 3.392
H 0.431 -0.439 1.385
H 0.619 1.139 0.727
C -0.116 1.418 -1.704
C -0.837 -2.065 -0.128
C -0.201 -1.034 -1.057
C -0.957 0.300 -1.097
H 0.760 1.680 -1.095
H -0.695 2.327 -1.840
H 0.286 1.093 -2.663
H -0.215 -2.951 -0.008
H -1.778 -2.420 -0.549
H -1.080 -1.617 0.841
H -0.153 -1.431 -2.071
H 0.860 -0.860 -0.817
H -1.847 0.166 -1.714
H -1.356 0.557 -0.109
```

Computed properties:
Net charge = +1

[3]
ORCA calculation (ωB97M-V with the def2-TZVPD basis set) on a cluster of 2 separate species, C2H6ClN in total.

```
10
Properties=species:S:1:pos:R:3
C -0.324 1.578 0.381
C -1.038 0.815 -0.421
N 0.860 -1.660 -0.040
Cl -2.108 -0.385 0.172
H 0.330 2.338 -0.008
H 1.272 -0.757 0.171
H -0.361 1.468 1.453
H -1.036 0.896 -1.497
H 1.130 -2.303 0.694
H 1.276 -1.990 -0.905
```

Computed properties:
SMILES string = C=CCl.N

[4]
ORCA calculation (ωB97M-V with the def2-TZVPD basis set) on a structure of composition C13H18N6OPdS at a distorted geometry.

```
40
Properties=species:S:1:pos:R:3
Pd 0.931 -1.290 -0.739
C -0.652 -2.838 3.127
C -0.349 -2.507 1.707
N 0.821 -2.389 1.198
N 1.985 -2.631 1.849
C 3.141 -2.553 1.156
N 4.262 -2.889 1.768
S 3.182 -2.062 -0.474
C -1.450 -2.349 0.727
C -2.786 -2.513 1.048
C -3.730 -2.507 0.027
C -3.316 -2.355 -1.284
C -1.964 -2.147 -1.529
N -1.070 -2.137 -0.546
H 0.237 -2.946 3.743
H -1.226 -3.764 3.183
H -1.263 -2.046 3.563
H 1.970 -2.999 2.791
H 4.291 -3.262 2.705
H 5.132 -2.841 1.261
H -3.094 -2.659 2.074
H -4.778 -2.640 0.258
H -4.018 -2.390 -2.104
H -1.585 -1.995 -2.531
N 0.803 0.534 -1.730
C 0.892 1.692 -1.670
N 0.987 2.976 -1.603
C 1.075 3.671 -0.309
C -0.215 4.468 -0.111
O -0.412 5.347 -1.193
C -0.541 4.679 -2.431
C 0.720 3.871 -2.742
H 1.917 4.363 -0.355
H 1.231 2.956 0.497
H -0.140 5.079 0.787
H -1.063 3.775 -0.010
H -0.683 5.448 -3.188
H -1.413 4.011 -2.426
H 1.571 4.546 -2.841
H 0.601 3.293 -3.656
```

Computed properties:
Net charge = +2

What are the energy above the lowest of the compared OMol25 structures with the same formula, charge and spin values for these records? In order: 1.434, 1.233, 0.955, 1.628 eV.
What are the E_tot values for these records? In order: -9431.66711, -6894.62924, -16183.07576, -39060.25611 eV.